Computed, not measured: a cluster of 2 separate species, C26H25N4O in total at a distorted geometry, with ωB97M-V with the def2-TZVPD basis set.

Atoms and positions in Å:
C -7.390 3.292 1.235
C -6.830 4.543 1.074
C -5.462 4.701 1.130
C -4.635 3.606 1.342
C -3.166 3.780 1.417
N -2.351 2.671 1.233
N -0.991 2.892 1.135
O -2.661 4.869 1.626
C -5.213 2.352 1.507
C -6.581 2.197 1.454
H -8.460 3.168 1.201
H -7.467 5.398 0.915
H -5.015 5.674 1.018
H -2.642 1.946 0.575
H -0.743 3.460 0.334
H -0.634 3.388 1.942
H -4.578 1.504 1.694
H -7.016 1.221 1.597
C -1.938 -3.134 2.350
N -0.748 -2.713 1.616
C -0.472 -1.427 1.226
C 0.733 -1.394 0.520
C 1.280 -0.248 -0.104
C 2.571 -0.165 -0.706
C 3.762 -0.751 -0.261
N 4.745 -0.552 -1.194
C 6.098 -1.092 -1.111
C 4.225 0.191 -2.265
C 2.878 0.467 -1.970
C 2.078 1.143 -2.897
C 2.634 1.535 -4.090
C 3.975 1.263 -4.381
C 4.776 0.597 -3.484
C 1.202 -2.764 0.460
C 0.273 -3.559 1.158
C 0.454 -4.942 1.262
C 1.548 -5.515 0.660
C 2.458 -4.737 -0.061
C 2.293 -3.378 -0.169
H -1.932 -4.208 2.513
H -1.978 -2.636 3.316
H -2.834 -2.875 1.791
H -1.098 -0.578 1.440
H 0.631 0.610 -0.182
H 3.902 -1.281 0.665
H 6.677 -0.819 -1.991
H 6.600 -0.709 -0.224
H 6.057 -2.177 -1.044
H 1.043 1.332 -2.677
H 2.026 2.040 -4.822
H 4.381 1.566 -5.333
H 5.801 0.370 -3.714
H -0.259 -5.536 1.807
H 1.704 -6.579 0.742
H 3.300 -5.214 -0.538
H 2.989 -2.794 -0.737

## Properties
spin multiplicity = 1
E = -1299.795060 Eh
LUMO = -4.59 eV
F_max = 0.033 Eh/bohr
net charge = +1
frontier orbital gap = 6.46 eV
relative energy (zero: lowest compared OMol25 entry of this formula, charge and spin) = 0.9 kcal per mole

Here are the Mulliken charges for atoms 1 to 4, given in e:
1 C -0.332
2 C -0.549
3 C -0.338
4 C 0.452



Computed, not measured: a cluster of 4 separate species, C21H46FO17P3 in total at a distorted geometry, with ωB97M-V with the def2-TZVPD basis set.

Atoms and positions in Å:
C 5.889 0.822 -0.818
C 4.677 1.385 0.037
C 4.206 2.806 -0.426
C 3.934 2.943 -1.965
C 4.491 4.368 -2.393
C 2.422 2.938 -2.382
O 1.757 4.204 -2.242
C 0.402 3.824 -2.187
O -0.451 4.637 -2.027
O 0.209 2.457 -2.351
C 1.459 1.838 -1.870
C 1.156 1.706 -0.323
C -0.357 1.322 -0.048
O -1.150 2.470 0.221
C 1.509 0.414 -2.504
C 0.982 0.338 -3.957
O -0.169 0.380 -4.272
F 1.890 0.165 -4.979
H 5.441 0.266 -1.675
H 6.556 0.155 -0.236
H 6.472 1.661 -1.277
H 3.861 0.628 0.077
H 5.088 1.521 1.070
H 5.058 3.498 -0.194
H 3.365 3.177 0.210
H 4.478 2.204 -2.596
H 4.084 5.124 -1.676
H 5.599 4.424 -2.305
H 4.213 4.624 -3.442
H 2.494 2.690 -3.481
H 1.752 0.850 0.071
H 1.341 2.641 0.248
H -0.339 0.680 0.871
H -0.801 0.708 -0.862
H -1.917 2.504 -0.360
H 2.529 -0.044 -2.493
H 0.828 -0.232 -1.898
C 0.116 -3.674 -4.241
O -0.200 -3.737 -2.853
P -1.841 -3.418 -2.454
O -1.489 -3.228 -0.998
O -2.240 -4.985 -2.747
C -1.455 -6.024 -2.184
O -3.465 -3.006 -2.181
C -4.460 -3.429 -3.126
H 1.130 -4.042 -4.390
H -0.575 -4.295 -4.821
H 0.055 -2.639 -4.584
H -0.949 -5.709 -1.271
H -0.717 -6.364 -2.913
H -2.115 -6.861 -1.953
H -4.754 -4.458 -2.913
H -4.096 -3.349 -4.150
H -5.338 -2.792 -3.011
C 3.100 0.724 5.614
O 3.944 1.221 4.565
P 4.599 2.781 4.817
O 5.023 2.998 3.387
O 5.812 2.149 5.729
C 6.601 1.091 5.209
O 4.991 4.338 5.364
C 5.192 4.551 6.768
H 2.876 -0.322 5.410
H 3.603 0.795 6.584
H 2.166 1.289 5.643
H 6.629 1.096 4.119
H 6.211 0.134 5.559
H 7.616 1.206 5.590
H 6.210 4.270 7.041
H 4.477 3.985 7.364
H 5.062 5.613 6.975
C -6.914 -4.110 -0.112
O -7.350 -2.891 -0.730
P -8.954 -2.419 -0.370
O -9.068 -1.410 -1.484
O -8.481 -1.723 1.040
C -7.431 -0.768 1.032
O -10.580 -2.349 0.112
C -10.933 -2.798 1.427
H -5.844 -4.224 -0.288
H -7.093 -4.085 0.968
H -7.442 -4.958 -0.553
H -7.341 -0.263 0.070
H -6.486 -1.257 1.277
H -7.639 -0.027 1.803
H -10.753 -2.000 2.149
H -10.372 -3.689 1.709
H -11.998 -3.034 1.434

## Properties
spin multiplicity = 1
E = -3230.617498 Eh
LUMO = -2.35 eV
F_max = 0.184 Eh/bohr
SMILES = CCC[C@H](C)[C@@H]1OC(=O)O[C@@]1(CCO)CC(=O)F.COP(=O)(OC)OC.COP(=O)(OC)OC.COP(=O)(OC)OC
net charge = 0
frontier orbital gap = 7.50 eV

Here are the Mulliken charges for atoms 1 to 4, given in e:
1 C -1.202
2 C 0.344
3 C -1.062
4 C 0.861



Computed, not measured: a structure of composition C10H26BLiNO2 at a distorted geometry, with ωB97M-V with the def2-TZVPD basis set.

Atoms and positions in Å:
Li -1.719 0.627 -0.495
B -3.080 1.705 -2.181
H -3.190 1.797 -3.251
H -3.832 2.279 -1.663
H -3.031 0.673 -1.871
H -2.137 2.174 -1.945
C 2.425 0.418 -1.565
C 1.082 -0.347 -1.196
C 1.484 -1.801 -0.855
C 2.180 -2.030 0.486
C 1.257 -1.334 1.608
C 1.090 0.199 1.292
N 0.442 0.334 -0.024
O -0.005 1.652 -0.276
C 2.399 0.816 1.512
C 0.144 0.658 2.482
C 0.111 -0.461 -2.368
H 2.420 0.677 -2.624
H 3.351 -0.101 -1.321
H 2.540 1.371 -1.048
H 1.886 -2.338 -1.715
H 0.603 -2.434 -0.756
H 3.147 -1.543 0.615
H 2.310 -3.077 0.758
H 1.651 -1.462 2.616
H 0.297 -1.851 1.589
H 3.214 0.454 0.884
H 2.758 0.703 2.535
H 2.377 1.890 1.325
H 0.629 0.500 3.445
H -0.822 0.162 2.390
H -0.126 1.709 2.378
H 0.008 0.543 -2.779
H -0.850 -0.863 -2.047
H 0.448 -1.214 -3.079
C -3.800 0.224 1.133
O -2.755 -0.666 0.809
H -4.760 -0.270 0.977
H -3.629 0.400 2.195
H -3.848 1.097 0.483
H -2.668 -1.271 1.549

## Properties
spin multiplicity = 2
E = -634.062039 Eh
LUMO (spin up / spin down) = 0.03 / -1.73 eV
F_max = 0.092 Eh/bohr
net charge = 0
frontier orbital gap (spin up / spin down) = 8.74 / 6.97 eV

Here are the Mulliken charges for atoms 1 to 4, given in e:
1 Li 0.519
2 B 0.188
3 H -0.184
4 H -0.250



Computed, not measured: the molecule C19H24FN3O2S at a distorted geometry, with ωB97M-V with the def2-TZVPD basis set.

Atoms and positions in Å:
C 3.921 -3.763 0.338
C 2.581 -3.308 0.968
C 2.591 -1.802 1.261
S 1.242 -3.851 -0.137
O 1.450 -3.534 -1.559
O 1.069 -5.291 0.115
N -0.115 -3.064 0.456
C -0.628 -2.033 -0.451
C -1.615 -2.623 -1.444
N -2.931 -2.477 -0.772
C -4.135 -2.657 -1.611
C -2.932 -1.197 0.018
C -1.437 -1.029 0.351
C -0.930 0.408 0.305
C -0.639 1.100 -0.894
C -0.277 2.446 -0.910
C -0.095 3.156 0.270
C 0.388 4.551 0.271
C 0.152 5.424 -0.806
C 0.582 6.727 -0.688
C 1.314 7.151 0.383
F 1.612 8.473 0.416
N 1.594 6.353 1.410
C 1.136 5.097 1.349
C -0.312 2.440 1.470
C -0.750 1.104 1.483
H 3.889 -4.788 -0.014
H 4.111 -3.116 -0.534
H 4.786 -3.654 1.042
H 2.480 -3.896 1.867
H 3.332 -1.566 2.022
H 2.813 -1.201 0.366
H 1.638 -1.448 1.629
H -0.807 -3.799 0.550
H 0.164 -1.519 -1.003
H -1.549 -2.082 -2.388
H -1.369 -3.681 -1.563
H -5.035 -2.470 -1.012
H -4.163 -3.685 -1.994
H -4.132 -1.892 -2.425
H -3.524 -1.291 0.927
H -3.342 -0.363 -0.578
H -1.352 -1.337 1.384
H -0.768 0.617 -1.835
H -0.136 2.895 -1.884
H -0.360 5.116 -1.685
H 0.358 7.423 -1.487
H 1.336 4.390 2.147
H -0.168 2.913 2.445
H -1.037 0.634 2.430

## Properties
spin multiplicity = 1
E = -1551.183161 Eh
LUMO = 0.31 eV
F_max = 0.056 Eh/bohr
SMILES = CC(C)S(=O)(=O)N[C@H]1CN(C)C[C@@H]1c1ccc(-c2ccc(F)nc2)cc1
net charge = 0
frontier orbital gap = 9.02 eV

Here are the Mulliken charges for atoms 1 to 4, given in e:
1 C -1.447
2 C 0.443
3 C -1.361
4 S 1.200



Computed, not measured: a structure of composition C26H23ClInN2O4, with ωB97M-V with the def2-TZVPD basis set.

Atoms and positions in Å:
In 0.189 0.278 -0.019
Cl -5.531 4.498 2.245
C -4.218 3.677 1.465
C -3.725 4.151 0.237
C -2.697 3.504 -0.396
C -2.093 2.353 0.155
O -1.146 1.769 -0.524
C -2.584 1.894 1.407
C -2.091 0.752 2.097
N -1.060 0.030 1.790
C -0.668 -1.077 2.582
C -1.025 -1.277 3.888
C -0.620 -2.432 4.591
C 0.145 -3.385 3.989
C 0.565 -3.198 2.650
C 1.362 -4.132 1.951
C 1.742 -3.888 0.664
C 1.352 -2.687 0.059
N 0.608 -1.800 0.682
C 0.183 -2.035 1.960
C -3.662 2.571 2.028
H -4.169 5.032 -0.208
H -2.324 3.861 -1.346
H -2.661 0.465 2.981
H -1.627 -0.545 4.409
H -0.931 -2.554 5.620
H 0.445 -4.279 4.521
H 1.662 -5.043 2.455
H 2.350 -4.588 0.108
H 1.656 -2.441 -0.951
H -4.045 2.205 2.973
C -0.916 -0.861 -4.123
C -0.115 -0.225 -3.020
O -0.288 -0.714 -1.879
C 0.795 0.859 -3.319
C 0.818 1.374 -4.640
C 1.677 2.363 -5.022
C 2.577 2.882 -4.077
C 2.581 2.415 -2.789
C 1.692 1.409 -2.364
O 1.779 1.022 -1.107
H -1.463 -1.709 -3.723
H -0.267 -1.192 -4.934
H -1.626 -0.145 -4.538
H 0.130 0.974 -5.371
H 1.670 2.733 -6.038
H 3.274 3.660 -4.361
H 3.268 2.813 -2.054
C 1.151 3.143 2.217
C 1.698 1.792 2.628
O 1.823 0.900 1.498
H 1.070 3.793 3.089
H 0.162 3.041 1.769
H 1.812 3.630 1.498
H 1.025 1.289 3.320
H 2.673 1.881 3.105
H 2.432 1.279 0.841

## Properties
spin multiplicity = 1
E = -2065.276607 Eh
LUMO = -3.66 eV
F_max = 0.006 Eh/bohr
net charge = +1
frontier orbital gap = 7.02 eV
relative energy (zero: lowest compared OMol25 entry of this formula, charge and spin) = 0.0 kcal per mole

Here are the Mulliken charges for atoms 1 to 4, given in e:
1 In 2.542
2 Cl -0.206
3 C -0.033
4 C -0.506